(1)
This record from OMol25 describes a 2-piece molecular cluster, C3H7NO2 overall at a distorted geometry. The level of theory is ωB97M-V/def2-TZVPD.

Geometry (Å):
C 1.697 -0.714 -0.241
C 0.967 -0.470 0.890
O 1.000 0.637 1.660
C -1.124 0.089 -0.253
O -0.653 0.271 -1.475
N -2.391 0.486 -0.202
H 1.662 -1.689 -0.679
H 2.409 0.005 -0.605
H 0.410 0.227 -1.259
H 0.302 -1.186 1.325
H 1.477 1.371 1.237
H -2.856 0.378 0.685
H -2.900 0.596 -1.082

Computed properties:
HOMO-LUMO gap = 0.33124 Ha
LUMO = 0.8836 eV
energy above the lowest of the compared OMol25 structures with the same formula, charge and spin = 88.0 kcal per mole
E_HOMO = -0.299 hartree
charge = 0



(2)
This record from OMol25 describes a 2-piece molecular cluster, C3H7NO2 overall. The level of theory is ωB97M-V/def2-TZVPD.

Geometry (Å):
C -1.875 -1.000 1.419
O -0.953 -0.431 0.471
C 0.296 -0.735 0.466
C 1.201 1.753 -1.239
O 1.805 2.779 -1.494
N 1.505 0.535 -1.744
H -2.151 -0.207 2.111
H -1.383 -1.829 1.937
H -2.740 -1.345 0.852
H 0.498 -1.447 1.303
H 0.307 1.746 -0.580
H 2.392 0.459 -2.215
H 1.097 -0.277 -1.286

Computed properties:
HOMO-LUMO gap = 0.33068 Ha
LUMO = 0.0395 eV
energy above the lowest of the compared OMol25 structures with the same formula, charge and spin = 98.2 kcal per mole
E_HOMO = -0.329 hartree
charge = 0



(3)
This record from OMol25 describes one molecule with the formula C3H7NO2 at a distorted geometry. The level of theory is ωB97M-V/def2-TZVPD.

Geometry (Å):
H -1.211 1.324 0.786
N -1.825 0.506 0.784
C -1.430 -0.432 0.083
C -0.285 -0.688 -0.796
C 1.039 0.104 -0.177
O 0.769 1.484 -0.101
O 1.433 -0.406 1.061
H -2.129 -1.386 -0.122
H -0.448 -0.266 -1.787
H -0.016 -1.741 -0.841
H 1.892 -0.078 -0.847
H 1.528 1.938 0.288
H 0.683 -0.360 1.670

Computed properties:
SMILES = [H]/N=C\CC(O)O
HOMO-LUMO gap = 0.37596 Ha
LUMO = 0.7169 eV
energy above the lowest of the compared OMol25 structures with the same formula, charge and spin = 49.6 kcal per mole
E_HOMO = -0.350 hartree
charge = 0



(4)
This record from OMol25 describes one molecule with the formula C3H7NO2. The level of theory is ωB97M-V/def2-TZVPD.

Geometry (Å):
N -0.214 0.280 2.150
C 0.051 -0.457 1.009
O 0.888 -1.326 0.979
C -0.714 -0.062 -0.239
C 0.205 0.757 -1.140
O -0.190 0.517 -2.505
H 0.517 0.305 2.840
H -1.158 0.465 2.443
H -0.890 -1.001 -0.752
H -1.657 0.448 -0.039
H 0.178 1.810 -0.850
H 1.214 0.345 -1.057
H 0.501 0.937 -3.030

Computed properties:
SMILES = NC(=O)CCO
HOMO-LUMO gap = 0.39985 Ha
LUMO = 0.8980 eV
energy above the lowest of the compared OMol25 structures with the same formula, charge and spin = 22.4 kcal per mole
E_HOMO = -0.367 hartree
charge = 0



(5)
This record from OMol25 describes one molecule with the formula C3H7NO2 at a distorted geometry. The level of theory is ωB97M-V/def2-TZVPD.

Geometry (Å):
C -0.971 -0.751 -1.623
N -0.507 0.192 -0.547
C 0.232 -0.478 0.550
C 1.034 0.676 1.183
O 2.191 0.881 0.974
O 0.326 1.430 1.987
H -0.234 -1.565 -1.674
H -1.055 -0.251 -2.604
H -1.958 -1.090 -1.223
H -0.129 1.009 -0.937
H 0.984 -1.312 0.282
H -0.612 -0.962 1.149
H 0.699 2.221 2.485

Computed properties:
SMILES = CNCC(=O)O
HOMO-LUMO gap = 0.35381 Ha
LUMO = 0.7099 eV
energy above the lowest of the compared OMol25 structures with the same formula, charge and spin = 40.0 kcal per mole
E_HOMO = -0.328 hartree
charge = 0



(6)
This record from OMol25 describes one molecule with the formula C3H7NO2. The level of theory is ωB97M-V/def2-TZVPD.

Geometry (Å):
C 1.441 -0.244 0.818
C 0.350 0.127 -0.141
C -0.992 0.480 0.457
O -1.583 -0.695 0.992
N 0.604 0.035 -1.388
O -0.484 0.385 -2.188
H 2.263 -0.739 0.299
H 1.823 0.654 1.319
H 1.037 -0.909 1.588
H -1.644 0.965 -0.276
H -0.852 1.159 1.305
H -1.724 -1.294 0.247
H -0.134 0.254 -3.078

Computed properties:
SMILES = C/C(CO)=N/O
HOMO-LUMO gap = 0.39115 Ha
LUMO = 0.8940 eV
energy above the lowest of the compared OMol25 structures with the same formula, charge and spin = 64.3 kcal per mole
E_HOMO = -0.358 hartree
charge = 0



(7)
This record from OMol25 describes C3H7NO2 as an isolated structure. The level of theory is ωB97M-V/def2-TZVPD.

Geometry (Å):
O 1.616 0.998 0.133
C 0.418 1.319 -0.107
C -0.349 0.291 -0.994
O -1.227 -0.657 -0.307
C -0.889 -1.132 0.859
N 0.151 -0.795 1.575
H 0.962 -0.443 0.998
H -0.344 1.318 1.048
H 0.151 2.365 -0.355
H -1.010 0.762 -1.723
H 0.419 -0.299 -1.503
H -1.683 -1.753 1.276
H -0.205 0.422 1.624

Computed properties:
HOMO-LUMO gap = 0.33002 Ha
LUMO = -0.0211 eV
energy above the lowest of the compared OMol25 structures with the same formula, charge and spin = 128.4 kcal per mole
E_HOMO = -0.331 hartree
charge = 0



(8)
This record from OMol25 describes a 2-piece molecular cluster, C3H7NO2 overall at a distorted geometry. The level of theory is ωB97M-V/def2-TZVPD.

Geometry (Å):
C 1.236 -0.142 -2.053
C 0.634 0.927 -1.221
O -0.520 1.256 -1.236
H 2.313 0.005 -2.086
H 1.065 -1.150 -1.677
H 0.804 -0.080 -3.054
H 1.350 1.474 -0.586
N -1.510 -0.243 1.346
C -0.424 -0.915 1.828
O 0.686 -0.765 1.349
H -1.390 0.567 0.758
H -2.372 -0.381 1.835
H -0.629 -1.661 2.600

Computed properties:
SMILES = CC=O.NC=O
HOMO-LUMO gap = 0.39827 Ha
LUMO = 0.9984 eV
energy above the lowest of the compared OMol25 structures with the same formula, charge and spin = 24.5 kcal per mole
E_HOMO = -0.362 hartree
charge = 0



(9)
This record from OMol25 describes C3H7NO2 as an isolated structure at a distorted geometry. The level of theory is ωB97M-V/def2-TZVPD.

Geometry (Å):
C 0.958 -0.091 1.221
C -0.286 -0.268 0.457
O -1.102 0.787 0.724
C -0.055 -0.621 -1.020
O 0.805 -1.424 -1.348
N -0.903 0.023 -1.845
H 1.800 -0.720 0.892
H 0.801 -0.047 2.299
H 0.959 1.436 1.029
H -0.486 -1.238 0.985
H -0.089 1.600 0.881
H -1.554 0.674 -1.431
H -0.847 -0.112 -2.844

Computed properties:
HOMO-LUMO gap = 0.35977 Ha
LUMO = 0.2248 eV
energy above the lowest of the compared OMol25 structures with the same formula, charge and spin = 89.8 kcal per mole
E_HOMO = -0.352 hartree
charge = 0



(10)
This record from OMol25 describes a 2-piece molecular cluster, C3H7NO2 overall at a distorted geometry. The level of theory is ωB97M-V/def2-TZVPD.

Geometry (Å):
C 2.157 -0.277 -1.569
C 1.854 -0.294 -0.286
O 1.365 0.819 0.390
H 2.525 -1.129 -2.104
H 2.068 0.635 -2.134
H 2.040 -1.109 0.401
H 2.016 1.526 0.305
N -2.878 0.081 1.264
C -1.866 -0.078 0.376
O -1.971 -0.570 -0.730
H -3.734 -0.444 1.256
H -2.658 0.467 2.165
H -0.918 0.373 0.667

Computed properties:
SMILES = C=CO.NC=O
HOMO-LUMO gap = 0.38065 Ha
LUMO = 0.8403 eV
energy above the lowest of the compared OMol25 structures with the same formula, charge and spin = 43.6 kcal per mole
E_HOMO = -0.350 hartree
charge = 0



(11)
This record from OMol25 describes one molecule with the formula C3H7NO2 at a distorted geometry. The level of theory is ωB97M-V/def2-TZVPD.

Geometry (Å):
N -1.230 1.233 -0.563
C -0.065 0.772 0.051
C -0.134 -0.464 0.832
O -1.312 -1.150 0.549
C 0.690 -0.370 -0.399
O 2.107 -0.139 -0.323
H -1.606 2.016 -0.050
H -1.172 1.537 -1.561
H 0.621 1.516 0.450
H 0.322 -0.611 1.825
H -1.764 -0.547 -0.041
H 0.327 -0.877 -1.273
H 2.578 -0.984 -0.119

Computed properties:
SMILES = NC1[C@@H](O)[C@@H]1O
HOMO-LUMO gap = 0.36574 Ha
LUMO = 0.9133 eV
energy above the lowest of the compared OMol25 structures with the same formula, charge and spin = 62.5 kcal per mole
E_HOMO = -0.332 hartree
charge = 0



(12)
This record from OMol25 describes a 2-piece molecular cluster, C3H7NO2 overall at a distorted geometry. The level of theory is ωB97M-V/def2-TZVPD.

Geometry (Å):
C -1.071 0.204 -1.092
C -0.018 -0.106 1.123
O 0.152 -1.481 0.932
C 0.746 0.754 0.324
O 1.051 1.929 0.483
N 1.026 0.138 -0.987
H -1.602 1.029 -0.632
H -1.393 -0.794 -0.819
H -0.900 0.338 -2.155
H -0.327 0.226 2.112
H -0.680 -1.922 1.146
H 1.380 -0.813 -0.935
H 1.597 0.754 -1.555

Computed properties:
HOMO-LUMO gap (alpha / beta) = 0.23593 / 0.28959 Ha
LUMO (alpha / beta) = -0.5014 / 0.2069 eV
energy above the lowest of the compared OMol25 structures with the same formula, charge and spin = 127.6 kcal per mole
E_HOMO (alpha / beta) = -0.254 / -0.282 hartree
charge = 0



(13)
This record from OMol25 describes one molecule with the formula C3H7NO2. The level of theory is ωB97M-V/def2-TZVPD.

Geometry (Å):
N -1.356 -1.043 -0.896
C -0.667 0.158 -1.222
O -0.416 0.490 -2.354
C -0.227 0.961 -0.003
C 0.988 0.295 0.649
O 0.596 -0.964 1.182
H -0.659 -1.747 -0.647
H -1.793 -0.844 -0.003
H -1.025 1.011 0.749
H 0.024 1.976 -0.315
H 1.778 0.166 -0.105
H 1.375 0.947 1.444
H 1.382 -1.407 1.523

Computed properties:
SMILES = NC(=O)CCO
HOMO-LUMO gap = 0.37987 Ha
LUMO = 0.5620 eV
energy above the lowest of the compared OMol25 structures with the same formula, charge and spin = 29.2 kcal per mole
E_HOMO = -0.359 hartree
charge = 0



(14)
This record from OMol25 describes one molecule with the formula C3H7NO2. The level of theory is ωB97M-V/def2-TZVPD.

Geometry (Å):
C -0.819 1.452 0.027
C -0.364 0.026 0.147
C 1.124 -0.217 0.278
O 1.808 0.210 -0.891
N -1.259 -0.881 0.071
O -0.735 -2.170 0.161
H -1.895 1.500 -0.153
H -0.582 2.013 0.940
H -0.285 1.936 -0.797
H 1.329 -1.266 0.511
H 1.517 0.399 1.093
H 1.592 -0.416 -1.594
H -1.525 -2.718 0.074

Computed properties:
SMILES = C/C(CO)=N/O
HOMO-LUMO gap = 0.39033 Ha
LUMO = 0.8833 eV
energy above the lowest of the compared OMol25 structures with the same formula, charge and spin = 64.1 kcal per mole
E_HOMO = -0.358 hartree
charge = 0



(15)
This record from OMol25 describes one molecule with the formula C3H7NO2. The level of theory is ωB97M-V/def2-TZVPD.

Geometry (Å):
C -1.969 0.710 0.475
O -0.680 0.504 -0.117
C 0.075 -0.392 0.543
O -0.305 -0.973 1.536
C 1.448 -0.630 -0.077
N 1.754 -0.082 -1.381
H -2.392 1.605 0.014
H -1.872 0.836 1.556
H -2.616 -0.153 0.288
H 1.564 -1.721 -0.067
H 2.192 -0.267 0.643
H 1.056 -0.372 -2.058
H 1.744 0.936 -1.358

Computed properties:
SMILES = COC(=O)CN
HOMO-LUMO gap = 0.38071 Ha
LUMO = 0.8380 eV
energy above the lowest of the compared OMol25 structures with the same formula, charge and spin = 21.9 kcal per mole
E_HOMO = -0.350 hartree
charge = 0



(16)
This record from OMol25 describes one molecule with the formula C3H7NO2 at a distorted geometry. The level of theory is ωB97M-V/def2-TZVPD.

Geometry (Å):
H 0.254 1.820 -1.496
N 0.334 1.411 -0.571
C 0.492 0.165 -0.587
C 0.631 -0.775 -1.756
O 0.459 -0.572 0.555
O 0.600 0.173 1.789
C -0.948 0.176 1.959
H 0.111 -0.384 -2.628
H 0.230 -1.756 -1.509
H 1.688 -0.892 -1.994
H -1.212 -0.780 2.411
H -1.619 0.436 1.139
H -1.021 0.977 2.689

Computed properties:
SMILES = [H]/N=C(\C)OOC
HOMO-LUMO gap = 0.40556 Ha
LUMO = 0.9607 eV
energy above the lowest of the compared OMol25 structures with the same formula, charge and spin = 111.7 kcal per mole
E_HOMO = -0.370 hartree
charge = 0



(17)
This record from OMol25 describes one molecule with the formula C3H7NO2 at a distorted geometry. The level of theory is ωB97M-V/def2-TZVPD.

Geometry (Å):
C -1.126 -1.156 -0.589
C 0.252 -0.794 -0.330
N 0.832 -1.415 0.845
C 0.198 0.813 0.068
O -0.383 1.129 1.119
O 0.449 1.728 -1.007
H -1.652 -0.423 -1.265
H -1.760 -1.154 0.350
H -1.184 -2.196 -0.963
H 0.939 -1.083 -1.180
H 1.359 -2.211 0.729
H 0.306 -1.470 1.627
H -0.308 2.411 -1.004

Computed properties:
SMILES = C[C@H](N)C(=O)O
HOMO-LUMO gap = 0.36562 Ha
LUMO = 0.6678 eV
energy above the lowest of the compared OMol25 structures with the same formula, charge and spin = 41.4 kcal per mole
E_HOMO = -0.341 hartree
charge = 0



(18)
This record from OMol25 describes C3H7NO2 as an isolated structure at a distorted geometry. The level of theory is ωB97M-V/def2-TZVPD.

Geometry (Å):
C -1.646 -0.765 0.233
C 0.704 1.509 0.002
C 1.383 -0.925 -0.247
H -2.587 -0.886 -0.292
H -1.227 -1.771 0.565
H -1.905 -0.163 1.235
H -0.154 1.970 -0.948
H 1.941 1.764 -0.257
H 0.328 1.922 1.156
H 0.920 -1.846 -0.755
N 0.462 0.110 -0.102
O -0.786 -0.112 -0.671
O 2.567 -0.807 0.081

Computed properties:
HOMO-LUMO gap = 0.37551 Ha
LUMO = 0.7688 eV
energy above the lowest of the compared OMol25 structures with the same formula, charge and spin = 116.9 kcal per mole
E_HOMO = -0.347 hartree
charge = 0



(19)
This record from OMol25 describes one molecule with the formula C3H7NO2 at a distorted geometry. The level of theory is ωB97M-V/def2-TZVPD.

Geometry (Å):
C 2.561 0.404 -0.082
N 1.652 -0.493 -0.314
O 0.709 -0.415 0.614
C -0.429 -1.116 0.056
O -1.105 -0.322 -0.625
C -1.951 0.587 0.067
H 2.789 1.302 0.699
H 3.141 0.624 -1.143
H -0.913 -1.610 0.996
H 0.019 -1.828 -0.779
H -2.489 0.276 0.910
H -1.343 1.578 0.239
H -2.640 1.013 -0.636

Computed properties:
SMILES = C=NOCOC
HOMO-LUMO gap = 0.38394 Ha
LUMO = 1.0105 eV
energy above the lowest of the compared OMol25 structures with the same formula, charge and spin = 133.5 kcal per mole
E_HOMO = -0.347 hartree
charge = 0



(20)
This record from OMol25 describes one molecule with the formula C3H7NO2. The level of theory is ωB97M-V/def2-TZVPD.

Geometry (Å):
C 0.184 0.201 -1.611
C 0.459 -0.440 -0.236
O 1.654 0.078 0.338
C -0.836 -0.235 0.601
N -0.728 0.018 1.943
O -1.922 -0.262 0.048
H -0.602 -0.332 -2.150
H 1.071 0.250 -2.254
H -0.178 1.202 -1.407
H 0.669 -1.515 -0.354
H 1.687 1.029 0.161
H 0.133 -0.087 2.451
H -1.593 0.094 2.470

Computed properties:
SMILES = C[C@@H](O)C(N)=O
HOMO-LUMO gap = 0.38461 Ha
LUMO = 0.8042 eV
energy above the lowest of the compared OMol25 structures with the same formula, charge and spin = 13.1 kcal per mole
E_HOMO = -0.355 hartree
charge = 0